C46H46BrIIrN5O7 | wB97M-V/def2-TZVPD

CARTESIAN COORDINATES (ANGSTROEM)
1 Ir 0.77 -0.35 0.48
2 C 2.63 1.36 4.49
3 C 1.33 0.97 3.79
4 C 0.15 1.15 4.73
5 O 1.40 -0.37 3.26
6 C 1.18 1.91 2.57
7 O 0.93 3.06 2.76
8 O 1.44 1.39 1.37
9 H 2.77 0.75 5.39
10 H 2.58 2.41 4.78
11 H 3.50 1.22 3.85
12 H 0.33 0.61 5.66
13 H -0.77 0.81 4.28
14 H 0.04 2.21 4.96
15 H 1.31 -0.99 3.99
16 O 1.20 -7.74 0.68
17 N 0.07 -7.32 0.58
18 O -0.92 -8.02 0.54
19 C -0.14 -5.85 0.50
20 C -1.41 -5.45 0.34
21 C -1.73 -4.06 0.22
22 C -3.04 -3.62 -0.06
23 C -3.24 -2.29 -0.29
24 C -2.16 -1.41 -0.20
25 N -0.95 -1.80 0.17
26 C -0.72 -3.11 0.33
27 C 0.62 -3.54 0.59
28 N 1.53 -2.55 0.77
29 C 2.80 -2.89 0.91
30 C 3.24 -4.21 0.83
31 C 2.33 -5.22 0.69
32 C 0.96 -4.90 0.60
33 H -2.19 -6.19 0.28
34 H -3.85 -4.34 -0.10
35 H -4.22 -1.90 -0.56
36 H -2.30 -0.37 -0.41
37 H 3.50 -2.10 1.10
38 H 4.30 -4.42 0.90
39 H 2.65 -6.24 0.66
40 C -2.51 -1.73 4.10
41 C -2.70 -0.57 3.16
42 C -3.89 0.13 3.10
43 C -4.04 1.21 2.23
44 C -5.32 2.00 2.21
45 C -3.00 1.56 1.38
46 C -1.78 0.84 1.37
47 C -1.66 -0.18 2.33
48 N -0.77 1.05 0.43
49 C -0.82 2.15 -0.61
50 C -1.95 1.87 -1.62
51 C -1.99 2.98 -2.68
52 C -2.21 4.34 -2.00
53 C -1.03 4.62 -1.05
54 C 0.27 4.65 -1.84
55 C 0.47 3.28 -2.49
56 C -0.68 3.00 -3.46
57 C 0.50 2.21 -1.40
58 C -0.98 3.55 0.04
59 H -3.40 -1.91 4.70
60 H -1.67 -1.55 4.77
61 H -2.28 -2.64 3.54
62 H -4.71 -0.16 3.74
63 H -6.03 1.62 2.94
64 H -5.79 1.96 1.22
65 H -5.13 3.05 2.44
66 H -3.16 2.37 0.70
67 H -0.72 -0.72 2.40
68 H -2.91 1.81 -1.12
69 H -1.75 0.90 -2.10
70 H -2.82 2.78 -3.36
71 H -3.15 4.34 -1.44
72 H -2.27 5.12 -2.75
73 H -1.18 5.59 -0.57
74 H 1.11 4.87 -1.18
75 H 0.23 5.43 -2.61
76 H 1.42 3.26 -3.04
77 H -0.53 2.04 -3.97
78 H -0.72 3.78 -4.23
79 H 1.31 2.42 -0.70
80 H 0.68 1.24 -1.84
81 H -1.88 3.61 0.65
82 H -0.14 3.71 0.72
83 I 5.63 -1.11 -3.09
84 C 4.92 -0.50 -1.24
85 C 5.77 -0.17 -0.20
86 C 5.21 0.19 1.02
87 C 3.84 0.19 1.16
88 N 3.02 -0.12 0.14
89 C 3.55 -0.45 -1.04
90 H 6.84 -0.19 -0.33
91 H 5.84 0.45 1.86
92 H 3.36 0.43 2.09
93 H 2.85 -0.69 -1.82
94 Br 3.53 1.89 -5.43
95 C 2.10 0.66 -5.30
96 C 1.48 0.20 -6.45
97 C 0.42 -0.69 -6.33
98 C -0.01 -1.11 -5.08
99 C 0.62 -0.64 -3.94
100 C 1.68 0.25 -4.05
101 C 0.08 -1.05 -2.59
102 O -1.00 -1.58 -2.51
103 O 0.91 -0.73 -1.61
104 H 1.82 0.53 -7.42
105 H -0.08 -1.05 -7.22
106 H -0.85 -1.80 -4.98
107 H 2.17 0.64 -3.17

Its LUMO energy (spin up / spin down) is -4.666 / -4.712 eV. Its multiplicity is 2. Its expectation value of S² is 0.7641. For the total energy, the calculation gives -5556.6851 hartree. The value obtained for the energy above the lowest of the compared OMol25 structures with the same formula, charge and spin is 100.8 kcal per mole. The total charge is +1.